Density functional theory data (the ωB97M-V functional and the def2-TZVPD basis) for a structure of composition C4H9N.

ORCA input file:
```
! RIJCOSX wB97M-V def2-TZVPD def2/J DEFGRID3
* xyz 0 1
C -0.97200 -1.23451 0.56382
C -0.69037 0.17659 0.10090
N -1.69447 0.99684 0.08543
H -1.52689 1.99619 -0.09279
H -0.24411 0.08470 -2.07631
H -1.72223 -1.69028 -0.10806
H -1.39068 -1.21152 1.58791
H -0.09210 -1.89574 0.57829
C 0.70667 0.73130 0.04416
C 1.81959 0.09256 0.45621
H 1.81464 -0.92302 0.82633
H 0.80018 1.79035 -0.18859
H 0.40164 0.53281 -2.08505
H 2.79012 0.55372 0.30774
*
```

The calculation puts the energy at -5781.5495 eV. The calculation puts the energy relative to the best compared isomer or geometry (same formula, charge and spin) at 218.3 kJ/mol. The calculation puts the HOMO energy at -9.61 eV. For the orbital gap, the calculation gives 10.34 eV.



Density functional theory data (the ωB97M-V functional and the def2-TZVPD basis) for a structure of composition C17H38LiNO17P.

ORCA input file:
```
! RIJCOSX wB97M-V def2-TZVPD def2/J DEFGRID3
* xyz -1 1
C 2.25600 3.89225 -2.45707
N 2.45000 2.57225 -3.19107
C 3.09400 2.73925 -4.46507
C 3.27400 1.63125 -2.37607
C 1.15100 1.78525 -3.29507
C 0.19300 1.79225 -2.05107
O -0.92400 0.97925 -2.28307
H 2.15200 3.96525 -1.34407
H 1.53100 4.48925 -3.06707
H 3.21000 4.46525 -2.34507
H 2.63300 3.00225 -5.41507
H 3.35800 1.74225 -4.94907
H 3.97200 3.17225 -4.54207
H 3.43600 0.54925 -2.76707
H 2.96100 1.43725 -1.27707
H 4.39200 1.84525 -2.07807
H 1.17600 0.74625 -3.45907
H 0.50000 2.38325 -4.07307
H -0.23200 2.89225 -1.84507
H 0.81300 1.40025 -1.17607
H -0.54700 0.10225 -2.12807
Li -0.44900 -0.91375 0.04793
P 1.17000 -2.04275 -1.12807
O 1.64200 -0.81175 -0.41907
O 0.03900 -1.20175 -1.81907
O 0.32000 -2.65475 -0.19107
O 2.18600 -2.79875 -1.92707
C 1.22800 -2.16775 2.73093
O 1.55000 -1.84675 3.99493
C 2.17600 -2.71875 4.80893
O 2.41700 -3.86175 4.56193
O 2.41600 -2.24675 6.04093
C 2.77400 -2.93275 7.14193
H 0.95000 -1.30375 1.95493
H 0.52000 -2.95975 2.59393
H 2.23800 -2.40875 2.17693
H 3.73700 -3.15875 7.35793
H 2.13600 -3.82275 7.34993
H 2.45600 -2.45575 7.94993
C -2.74700 -2.24975 -2.25207
O -4.13200 -2.54375 -2.25707
C -4.50900 -3.79575 -1.86407
O -3.63100 -4.77375 -1.80807
O -5.70400 -4.04875 -1.52707
C -6.06200 -5.38475 -1.00207
H -2.11100 -2.57775 -1.47907
H -2.61800 -1.39975 -2.08107
H -2.24300 -2.56875 -3.18507
H -5.83400 -6.17475 -1.81707
H -7.04100 -5.47475 -0.66407
H -5.34300 -5.81775 -0.35107
C -3.17500 1.84025 0.20493
O -3.72000 0.56925 0.17693
C -3.16100 -0.36275 0.69693
O -2.00100 -0.35475 1.20093
O -3.84900 -1.54575 0.69493
C -3.29200 -2.90675 1.27593
H -3.19200 2.24125 1.08893
H -3.86500 2.57725 -0.28307
H -2.10300 1.91425 -0.14507
H -2.84500 -2.85475 2.29393
H -2.52200 -3.35475 0.44993
H -4.08900 -3.66375 1.27793
C 1.42600 1.64525 2.17093
O 2.15900 2.92325 2.27793
C 1.74100 3.98125 1.55093
O 0.74800 3.81625 0.82593
O 2.41900 5.11425 1.70693
C 2.02300 6.28325 1.06593
H 0.30400 1.66825 2.51493
H 1.70800 1.07525 2.75393
H 1.10700 1.22625 1.18193
H 2.78300 6.89325 1.22693
H 1.24600 6.67325 1.38193
H 1.77000 6.13425 0.05393
*
```

The calculation puts the energy at -64026.7674 eV. The calculation puts the energy relative to the best compared isomer or geometry (same formula, charge and spin) at 458.6 kJ/mol. The calculation puts the HOMO energy at -2.19 eV. For the orbital gap, the calculation gives 3.86 eV.



Density functional theory data (the ωB97M-V functional and the def2-TZVPD basis) for an isolated molecule of C5H8N2.

ORCA input file:
```
! RIJCOSX wB97M-V def2-TZVPD def2/J DEFGRID3
* xyz 0 1
C -1.33047 -1.31501 0.39706
N -0.11738 -0.57197 0.13496
C 1.16897 -1.03702 0.23364
C 2.02920 -0.00423 -0.05501
C 1.23195 1.14208 -0.32723
C -0.08056 0.75974 -0.20523
N -1.28900 1.45093 -0.44766
H -2.13536 -0.87954 -0.19895
H -1.18855 -2.36164 0.11778
H -1.61194 -1.26702 1.45585
H 1.36775 -2.06995 0.49071
H 3.10859 -0.06975 -0.07841
H 1.54101 2.14076 -0.60043
H -1.55642 2.05789 0.31844
H -1.21843 2.01598 -1.28426
*
```

The calculation puts the energy at -8294.6537 eV. The calculation puts the energy relative to the best compared isomer or geometry (same formula, charge and spin) at 33.1 kJ/mol. The calculation puts the HOMO energy at -7.91 eV. As for the SMILES: Cn1cccc1N. For the orbital gap, the calculation gives 8.92 eV.



Density functional theory data (the ωB97M-V functional and the def2-TZVPD basis) for a structure of composition C4H6N2.

ORCA input file:
```
! RIJCOSX wB97M-V def2-TZVPD def2/J DEFGRID3
* xyz 2 1
C -1.14689 1.32613 -0.11735
C -1.79128 -0.81606 0.03501
C 0.15112 1.59481 0.09647
C 0.50338 -0.05298 -0.11892
N -2.06888 0.54949 0.02116
N -0.53542 -1.10562 0.04095
H -2.85776 -1.75152 -0.04026
H 0.64375 2.08694 -0.72544
H 0.18888 1.92419 1.11088
H 0.97684 -0.22584 -1.07381
H 1.45424 -0.39960 0.55024
H -0.05674 -1.95937 0.17901
*
```

The calculation puts the energy at -7200.6042 eV. The calculation puts the energy relative to the best compared isomer or geometry (same formula, charge and spin) at 385.3 kJ/mol. The calculation puts the HOMO energy at -22.60 eV. For the orbital gap, the calculation gives 10.59 eV.



Density functional theory data (the ωB97M-V functional and the def2-TZVPD basis) for an isolated molecule of C5H14N2O.

ORCA input file:
```
! RIJCOSX wB97M-V def2-TZVPD def2/J DEFGRID3
* xyz 0 1
C 2.17461 -0.03682 2.20380
C 0.71029 0.05922 1.75203
N 0.62773 0.66096 0.39841
C -0.03766 -0.20883 -0.64032
C -0.10069 0.64007 -1.91088
N -1.53408 1.10168 -2.19889
C -1.38594 -0.84110 -0.13299
O -1.04033 -2.21923 -0.03888
H 2.81693 0.02114 1.30373
H 2.53245 -0.97097 2.63720
H 2.38566 0.73542 2.94500
H 0.15346 -0.86856 1.72628
H 0.22332 0.83035 2.37493
H 0.07342 1.50859 0.42656
H 0.79068 -0.90724 -0.78745
H 0.06090 -0.01926 -2.78012
H 0.48654 1.54364 -2.01906
H -1.75309 0.85020 -3.15965
H -1.57925 2.11411 -2.30260
H -2.11190 -0.67454 -0.94520
H -1.76410 -0.50027 0.83556
H -1.72896 -2.81856 0.31254
*
```

The calculation puts the energy at -10437.9584 eV. The calculation puts the energy relative to the best compared isomer or geometry (same formula, charge and spin) at 296.2 kJ/mol. The calculation puts the HOMO energy at -8.51 eV. As for the SMILES: CCN[C@H](CN)CO. For the orbital gap, the calculation gives 9.46 eV.



Density functional theory data (the ωB97M-V functional and the def2-TZVPD basis) for a cluster of 9 separate species, C26H63N4O8Si in total.

ORCA input file:
```
! RIJCOSX wB97M-V def2-TZVPD def2/J DEFGRID3
* xyz 1 1
C -0.95638 -0.67220 1.66064
Si -0.18048 -0.51079 3.38772
C -1.25078 0.75309 4.31961
C 1.57003 0.19720 3.40431
C 2.66250 -0.61353 2.66108
C 2.38960 -0.92667 1.18725
C 2.19986 0.30274 0.29630
C 1.92229 -0.18172 -1.12772
C 1.87275 0.94979 -2.18172
C 0.52558 0.94009 -2.93608
C 0.10939 2.33782 -3.47789
N -0.93802 2.87541 -2.59161
N -0.62554 3.09365 -1.30724
C -1.76628 3.53912 -0.74354
N -2.72904 3.60980 -1.60549
C -2.21712 3.18135 -2.78891
N -2.83357 3.06232 -3.98887
C -0.36221 -2.13397 4.32066
C -0.27949 -2.17042 5.69686
C -0.43344 -3.32874 6.40147
C -0.67376 -4.49506 5.72778
C -0.78238 -4.50321 4.36316
C -0.61038 -3.33036 3.68178
H -0.57109 0.07245 0.95662
H -2.04678 -0.61386 1.68361
H -0.68534 -1.65471 1.26012
H -1.12674 1.72062 3.80951
H -2.30891 0.48280 4.29514
H -0.89618 0.81241 5.35020
H 1.87472 0.21492 4.45833
H 1.56579 1.23326 3.05025
H 3.56922 0.00506 2.67614
H 2.90216 -1.54405 3.18139
H 3.29108 -1.41703 0.80631
H 1.59220 -1.66543 1.05152
H 1.40709 0.94740 0.70012
H 3.14634 0.85460 0.30070
H 1.00475 -0.77760 -1.16363
H 2.74009 -0.85396 -1.39907
H 2.12212 1.93447 -1.76535
H 2.64328 0.74745 -2.93195
H 0.50078 0.24308 -3.77384
H -0.24081 0.59510 -2.23372
H 0.95353 3.02580 -3.53616
H -0.30558 2.22747 -4.47647
H 0.27394 2.95311 -0.86525
H -1.81046 3.77342 0.30920
H -2.97063 2.19043 -4.47212
H -3.22062 3.89370 -4.41127
H -0.10205 -1.24054 6.23194
H -0.37531 -3.37476 7.48229
H -0.78228 -5.43706 6.25338
H -0.99911 -5.45598 3.88101
H -0.68565 -3.34001 2.59742
C 6.01231 -0.41015 -1.43919
O 5.35340 -0.72385 -0.22173
H 5.47131 0.40240 -1.92194
H 7.04008 -0.08642 -1.24939
H 6.02197 -1.27772 -2.10586
H 5.84666 -1.44649 0.19427
C -6.65801 4.15559 -5.72290
O -6.11612 3.17342 -4.83894
H -7.58230 3.76388 -6.14074
H -6.86760 5.07130 -5.17482
H -5.95464 4.36326 -6.53246
H -5.30471 3.53579 -4.47751
C -1.28128 -7.56769 1.84689
O -1.90641 -7.89246 3.07949
H -1.81796 -6.73821 1.39064
H -0.24185 -7.27087 2.02061
H -1.30571 -8.42298 1.16598
H -1.41479 -8.62728 3.46583
C -5.69105 7.64741 -6.00139
O -5.13658 6.68089 -5.10959
H -6.61446 7.24144 -6.40761
H -5.91195 8.57468 -5.46929
H -4.99806 7.85102 -6.82074
H -4.32270 7.05097 -4.75740
C -0.11010 5.11687 4.24187
O -0.11473 3.78303 3.72818
H 0.17689 5.07263 5.28826
H 0.60974 5.73390 3.69860
H -1.10513 5.56044 4.16146
H -0.36773 3.83630 2.80411
C 7.62768 -4.07955 0.32121
O 7.26588 -2.73701 0.65382
H 6.88040 -4.74462 0.74464
H 7.65234 -4.21077 -0.76262
H 8.60429 -4.32237 0.74246
H 7.93677 -2.15861 0.27733
C 1.59008 -8.85275 4.18598
O 0.40157 -9.44040 4.71216
H 1.34936 -8.39881 3.22828
H 1.96660 -8.08188 4.86249
H 2.35864 -9.61472 4.03739
H 0.62831 -9.83634 5.55763
C -2.98385 4.25408 -7.82669
O -2.49635 4.97811 -6.69337
H -3.28385 4.97447 -8.58177
H -2.19977 3.61281 -8.23522
H -3.84841 3.64522 -7.54986
H -2.23090 4.33377 -6.03447
*
```

The calculation puts the energy at -58192.4574 eV. The calculation puts the HOMO energy at -10.54 eV. For the orbital gap, the calculation gives 7.29 eV.



Density functional theory data (the ωB97M-V functional and the def2-TZVPD basis) for an isolated molecule of CH2N2O2S.

ORCA input file:
```
! RIJCOSX wB97M-V def2-TZVPD def2/J DEFGRID3
* xyz 0 1
C -0.21865 0.14630 -0.21509
N -1.13432 0.92325 -0.22611
N -2.07342 1.50526 -0.46605
S -3.61814 0.02984 -0.07779
O -2.97043 -1.01751 -0.85367
O -3.52394 -0.08412 1.36239
H 0.08845 -0.19616 0.86096
H 0.14293 -0.30812 -1.00570
*
```

The calculation puts the energy at -18976.4077 eV. The calculation puts the energy relative to the best compared isomer or geometry (same formula, charge and spin) at 474.8 kJ/mol. The calculation puts the HOMO energy at -9.79 eV. As for the SMILES: C=NN=S(=O)=O. For the orbital gap, the calculation gives 9.45 eV.



Density functional theory data (the ωB97M-V functional and the def2-TZVPD basis) for a cluster of 6 separate species, H11O5S in total.

ORCA input file:
```
! RIJCOSX wB97M-V def2-TZVPD def2/J DEFGRID3
* xyz -1 1
S -2.12956 1.37641 0.24807
H -2.52075 2.60231 0.05679
H -1.94942 2.24565 2.69898
H -1.03422 2.11688 3.96570
O -1.86649 1.88361 3.63174
H -1.38952 1.86837 -3.33994
H 0.05273 2.17561 -3.42610
O -0.77592 2.52161 -3.67872
H 0.54730 -0.52764 1.25161
H -0.11750 -0.35791 2.61347
O 0.60065 -0.89578 2.14730
H -1.57525 0.03338 -1.64629
H -0.63493 -1.04106 -1.44320
O -1.17416 -0.66995 -2.18132
H 4.09183 -3.93377 -0.45339
H 5.41244 -4.63435 -0.22104
O 4.46277 -4.76334 -0.22367
*
```

The calculation puts the energy at -21252.8840 eV. The calculation puts the energy relative to the best compared isomer or geometry (same formula, charge and spin) at 153.3 kJ/mol. The calculation puts the HOMO energy at -3.73 eV. For the orbital gap, the calculation gives 6.38 eV.



LUMO level? In order: 0.0266 0.0616 0.0369 -0.4412 0.0349 -0.1193 -0.0125 0.0971 Ha.